[1]
Below is a cluster of 2 separate species, C3H10BNO in total at a distorted geometry, with properties calculated with ωB97M-V/def2-TZVPD.

Calculated values
F_max = 4.37 eV/Å
HOMO (alpha / beta) = -0.2832 / -0.2167 Ha
frontier orbital gap (alpha / beta) = 7.77 / 6.05 eV
multiplicity = 1
energy relative to the best compared isomer or geometry (same formula, charge and spin) = 131.6 kcal/mol

```
16
Properties=species:S:1:pos:R:3:lowdin_charge:R:1
B 1.573 -0.273 -0.232 -0.235
C 2.355 1.125 -0.449 -0.043
C -1.769 -1.271 -0.569 -0.204
C -1.588 0.858 0.554 -0.219
N -1.197 0.019 -0.514 -0.141
O 1.768 -1.319 0.484 0.218
H 1.726 1.780 -0.901 -0.002
H 3.295 0.892 -1.007 0.071
H 2.607 1.491 0.577 0.073
H -2.789 -1.133 -0.711 0.058
H -1.235 -1.955 -1.242 0.079
H -1.599 -1.738 0.371 0.054
H -1.968 0.377 1.423 0.054
H -0.865 1.669 0.803 0.085
H -2.467 1.398 0.332 0.055
H 2.152 -1.919 1.080 0.098
```

***

[2]
Below is an isolated molecule of C3H10Cl2N3P3 at a distorted geometry, with properties calculated with ωB97M-V/def2-TZVPD.

Calculated values
F_max = 5.18 eV/Å
structure (SMILES) = C/N=N\[P@@](C)(Cl)=P[P@](C)(=N)Cl
HOMO (alpha / beta) = -0.2925 / -0.2925 Ha
frontier orbital gap (alpha / beta) = 7.64 / 7.64 eV
multiplicity = 1
energy relative to the best compared isomer or geometry (same formula, charge and spin) = 8.3 kcal/mol

```
21
Properties=species:S:1:pos:R:3:lowdin_charge:R:1
C -1.344 -2.071 1.311 -0.154
N -1.893 -0.787 1.434 -0.083
N -1.280 0.254 1.396 -0.203
P 0.319 0.803 1.281 0.030
C 0.332 2.270 2.417 -0.291
Cl 1.881 -0.310 1.887 0.262
P 0.253 1.784 -0.572 0.417
P 0.275 -0.234 -1.789 0.005
C 1.324 0.182 -3.326 -0.277
N -1.031 -0.873 -2.177 -0.282
Cl 1.646 -1.517 -0.996 0.222
H -1.983 -2.772 0.717 0.099
H -0.272 -2.223 0.947 0.047
H -1.428 -2.610 2.249 0.080
H -0.656 2.801 2.498 0.068
H 0.870 2.018 3.327 0.025
H 0.846 2.991 1.747 0.008
H 0.930 -0.680 -3.873 0.029
H 0.777 1.073 -3.767 0.053
H 2.273 0.415 -2.978 -0.012
H -1.840 -0.512 -1.732 -0.043
```

***

[3]
Below is a cluster of 2 separate species, C3H10ClNOP in total at a distorted geometry, with properties calculated with ωB97M-V/def2-TZVPD.

Calculated values
F_max = 3.91 eV/Å
HOMO = -0.4722 Ha
frontier orbital gap = 8.13 eV
multiplicity = 1
net charge = +1
energy relative to the best compared isomer or geometry (same formula, charge and spin) = 15.9 kcal/mol

```
17
Properties=species:S:1:pos:R:3:lowdin_charge:R:1
C -1.664 -0.483 -1.348 -0.034
C -0.575 1.149 0.212 -0.001
C -1.603 -0.809 0.997 0.169
N -1.339 -0.097 -0.037 -0.216
O 2.735 -0.223 1.253 -0.501
P 3.607 -0.441 -0.199 0.548
Cl 1.877 -0.362 -1.354 0.184
H -0.898 -1.203 -1.640 0.095
H -2.506 -1.155 -1.394 0.105
H -1.925 0.430 -1.976 0.147
H -0.929 1.833 -0.594 0.123
H -0.796 1.528 1.165 0.086
H 0.478 0.862 0.112 0.014
H -1.346 -0.444 2.029 0.138
H -2.146 -1.837 1.074 0.167
H 4.014 0.963 -0.321 -0.075
H 3.016 0.290 2.022 0.050
```

***

[4]
Below is a cluster of 2 separate species, C3H10IN3 in total at a distorted geometry, with properties calculated with ωB97M-V/def2-TZVPD.

Calculated values
F_max = 5.22 eV/Å
HOMO (alpha / beta) = -0.6483 / -0.6194 Ha
frontier orbital gap (alpha / beta) = 7.54 / 6.06 eV
multiplicity = 1
net charge = +2
energy relative to the best compared isomer or geometry (same formula, charge and spin) = 92.3 kcal/mol

```
17
Properties=species:S:1:pos:R:3:lowdin_charge:R:1
C 0.273 -0.972 -0.508 -0.037
C -1.279 1.884 -1.081 -0.219
C 1.209 -0.759 0.625 -0.069
N -1.407 0.956 -0.046 -0.602
N 0.559 -1.825 -1.330 0.235
N 0.595 -0.055 1.879 0.257
I -3.128 0.156 0.471 1.144
H -0.864 2.837 -0.575 0.164
H -0.413 1.618 -1.696 0.113
H -2.083 2.166 -1.612 0.042
H 2.015 -0.101 0.364 0.146
H 1.647 -1.685 0.964 0.147
H 1.433 -2.286 -1.461 0.166
H -0.001 -2.022 -2.088 0.131
H -0.012 0.608 1.369 0.107
H 1.315 0.275 2.453 0.158
H 0.140 -0.794 2.272 0.119
```

***

[5]
Below is a structure of composition C3H10InN2O3 at a distorted geometry, with properties calculated with ωB97M-V/def2-TZVPD.

Calculated values
F_max = 13.90 eV/Å
HOMO = -0.8181 Ha
frontier orbital gap = 4.43 eV
multiplicity = 1
net charge = +3
energy relative to the best compared isomer or geometry (same formula, charge and spin) = 0.0 kcal/mol

```
19
Properties=species:S:1:pos:R:3:lowdin_charge:R:1
In -0.449 -1.652 -0.427 1.795
C 1.207 0.661 -1.128 -0.142
C 2.015 -0.301 -2.012 -0.067
O 1.593 -1.660 -1.658 -0.057
O -0.181 0.430 -1.189 -0.091
H 1.397 1.697 -1.412 0.180
H 1.462 0.577 -0.072 0.147
H 3.082 -0.124 -1.875 0.175
H 1.743 -0.239 -3.065 0.160
H 1.975 -2.259 -2.304 0.157
H -0.601 1.015 -1.824 0.175
C -1.348 0.138 1.678 -0.682
O -0.736 -0.174 0.753 0.003
N -0.872 0.194 2.915 0.299
N -2.627 0.342 1.624 0.284
H -1.489 0.465 3.667 0.167
H 0.097 -0.006 3.118 0.164
H -3.133 0.610 2.456 0.171
H -3.138 0.286 0.755 0.162
```

***

[6]
Below is a cluster of 2 separate species, C3H10N in total at a distorted geometry, with properties calculated with ωB97M-V/def2-TZVPD.

Calculated values
F_max = 3.40 eV/Å
HOMO = -0.5187 Ha
frontier orbital gap = 10.19 eV
multiplicity = 1
net charge = +1
energy relative to the best compared isomer or geometry (same formula, charge and spin) = 53.5 kcal/mol

```
14
Properties=species:S:1:pos:R:3:lowdin_charge:R:1
C -2.979 0.176 -0.307 -0.031
C -1.952 -0.406 0.300 -0.124
C 2.277 -0.294 -0.270 0.012
N 1.044 0.482 0.277 0.165
H -3.322 -0.166 -1.225 0.030
H 2.403 -0.294 -1.329 0.086
H -3.442 1.190 0.056 0.112
H -1.533 -0.054 1.208 0.027
H -1.419 -1.298 -0.081 0.063
H 3.081 0.290 0.028 0.073
H 2.134 -1.412 -0.052 0.142
H 0.782 1.114 -0.523 0.195
H 1.423 0.882 1.126 0.162
H 0.359 -0.257 0.448 0.089
```

***

F_max of number 4 (C3H10IN3)?
5.22 eV/Å

***

Which of these has the highest F_max?
C3H10InN2O3